[1]
{"formula": "C11H29LaN3S2", "method": "ωB97M-V/def2-TZVPD", "species": ["La", "S", "S", "C", "C", "C", "N", "C", "C", "H", "H", "H", "H", "H", "H", "H", "H", "C", "H", "H", "H", "H", "H", "H", "H", "C", "C", "H", "H", "H", "H", "N", "C", "C", "C", "N", "H", "H", "H", "H", "H", "H", "H", "H", "H", "H"], "coordinates": [[-0.3889, 0.6192, 0.5658], [-2.1504, -1.3279, -0.6718], [2.0808, 0.7177, -0.9967], [-1.7610, -2.5202, -2.0197], [-2.9800, -0.0294, -1.7088], [-2.0216, 0.6206, -2.6937], [-0.9141, 1.3341, -1.9757], [0.2471, 1.6655, -2.9138], [1.5092, 2.0479, -2.1494], [-3.4501, 0.7053, -1.0335], [-3.7750, -0.5926, -2.2147], [-2.5932, 1.3026, -3.3437], [-1.5894, -0.1475, -3.3469], [-0.0373, 2.4888, -3.5983], [0.4492, 0.7797, -3.5352], [1.3713, 2.9778, -1.5757], [2.3469, 2.1923, -2.8433], [2.5633, -0.5567, -2.2442], [-1.3027, 2.2511, -1.7350], [1.6858, -1.0752, -2.6565], [3.2047, -1.2846, -1.7247], [3.1466, -0.0810, -3.0377], [-1.4475, -3.4550, -1.5340], [-0.9617, -2.1688, -2.6857], [-2.6832, -2.7022, -2.5847], [-1.1293, 2.9738, 1.8075], [-0.7611, 2.5601, 3.0794], [-2.1752, 2.9056, 1.4661], [-0.5141, 3.6923, 1.2466], [-1.4367, 1.9746, 3.7191], [0.1104, 2.9652, 3.6193], [0.3783, 0.0477, 2.8511], [1.6532, -0.4675, 3.4107], [1.5877, -1.9826, 3.2879], [0.6346, -2.5357, 2.2255], [0.6953, -1.7387, 0.9350], [-0.3832, -0.4279, 3.3307], [0.1923, 1.0362, 3.1037], [2.4909, -0.0226, 2.8608], [1.7322, -0.1288, 4.4561], [2.5978, -2.3774, 3.1382], [1.2779, -2.3638, 4.2650], [0.8881, -3.5914, 2.0420], [-0.4023, -2.5005, 2.5765], [0.3490, -2.2829, 0.1437], [1.6653, -1.4971, 0.6928]], "charge": 3, "homo_ev": -19.499}

=====

[2]
{"formula": "C3H9N5", "method": "ωB97M-V/def2-TZVPD", "species": ["H", "N", "C", "N", "N", "C", "C", "N", "N", "H", "H", "H", "H", "H", "H", "H", "H"], "coordinates": [[-1.2574, -0.2026, 2.6003], [-0.8542, 0.0612, 1.6405], [-1.5588, 1.0606, 1.1939], [-1.2941, 1.5364, -0.0715], [-0.6992, 0.6044, -0.9953], [0.7634, 0.5499, -0.8792], [1.2617, -0.7072, -1.5057], [1.6025, -1.7232, -0.8701], [1.5544, -1.7904, 0.5053], [-2.4968, 1.5011, 1.7073], [-1.9577, 2.1238, -0.5174], [-1.1888, -0.3154, -0.8132], [1.2609, 1.4063, -1.4643], [1.0414, 0.5762, 0.1815], [1.3757, -0.7584, -2.5723], [1.5457, -2.7526, 0.8893], [0.9013, -1.1702, 0.9708]], "charge": 0, "smiles": "[H]/N=C/NNC/C=N\\N", "homo_ev": -8.633}

=====

[3]
{"formula": "C7H24O6", "method": "ωB97M-V/def2-TZVPD", "species": ["C", "C", "C", "C", "C", "C", "C", "H", "H", "H", "H", "H", "H", "H", "H", "H", "H", "H", "H", "O", "H", "H", "O", "H", "H", "O", "H", "H", "O", "H", "H", "O", "H", "H", "O", "H", "H"], "coordinates": [[-1.1947, -2.9379, 0.5989], [-0.1559, -2.2469, 0.1294], [-0.3501, -1.0838, -0.7855], [0.2580, 0.0570, -0.4850], [0.0523, 1.2440, -1.3453], [0.9865, 0.3236, 0.8466], [0.1366, 1.0011, 1.8494], [-0.9742, -3.7777, 1.2910], [-2.2736, -3.0591, 0.4480], [0.8503, -2.6192, 0.1565], [-0.9339, -1.2142, -1.6658], [0.9171, 1.9255, -1.1294], [-0.7844, 2.0163, -1.2423], [-0.1088, 1.1187, -2.4529], [1.8747, 0.8887, 0.5685], [1.4655, -0.6147, 1.2528], [-0.2678, 0.2900, 2.5717], [-0.8301, 1.6224, 1.5258], [0.6111, 1.6643, 2.5541], [-0.0479, -2.3859, 4.0294], [-0.8990, -2.1953, 3.6361], [0.4903, -2.9163, 3.4421], [4.1027, -0.7016, -1.0199], [3.3863, -0.2814, -1.5254], [3.5742, -1.4856, -0.7777], [-2.3967, 2.9619, -0.2993], [-2.7904, 3.5189, 0.3842], [-2.4276, 2.0273, -0.0320], [2.0698, -1.4157, -2.8860], [2.6384, -2.2060, -2.9186], [1.6175, -1.5309, -3.7305], [0.9500, 3.9889, -1.7391], [1.3304, 3.6706, -2.5648], [0.0114, 4.0667, -2.0171], [-3.6218, 0.3962, 0.9182], [-4.3446, -0.2296, 0.8984], [-2.9216, 0.1195, 1.5155]], "charge": 0, "smiles": "C=C/C=C(/C)CC.O.O.O.O.O.O", "homo_ev": -8.646}

=====

[4]
{"formula": "C5H6O", "method": "ωB97M-V/def2-TZVPD", "species": ["C", "C", "C", "C", "C", "O", "H", "H", "H", "H", "H", "H"], "coordinates": [[-0.2877, 1.7224, 0.6290], [-0.7035, 0.3556, 0.1583], [0.0455, -0.7767, 0.5757], [-0.2151, -1.8227, -0.5179], [0.4012, -0.5091, -0.8202], [1.4071, -0.7228, 0.4997], [-0.7981, 1.8565, 1.5920], [-0.6928, 2.4968, -0.0308], [0.7830, 1.9104, 0.7992], [-1.2527, -1.9334, -0.8151], [0.4235, -2.6998, -0.5240], [0.8896, 0.1228, -1.5460]], "charge": 0, "homo_ev": -8.070}

=====

[5]
{"formula": "C6H16", "method": "ωB97M-V/def2-TZVPD", "species": ["C", "C", "C", "H", "H", "H", "H", "H", "H", "H", "H", "C", "C", "C", "H", "H", "H", "H", "H", "H", "H", "H"], "coordinates": [[1.6152, -1.9404, 0.1523], [0.9795, -1.0387, -0.9036], [1.5513, -1.2532, -2.2867], [2.5654, -1.5296, 0.4935], [1.8420, -2.9384, -0.2231], [0.9636, -2.0071, 1.0225], [-0.0671, -1.3291, -0.9747], [0.9748, -0.0049, -0.5729], [1.1640, -2.1570, -2.7611], [1.3298, -0.4678, -3.0179], [2.6383, -1.3825, -2.3858], [-0.8847, 2.2332, 1.8872], [-1.5926, 0.9645, 1.3604], [-1.7412, 0.9870, -0.1584], [-1.0314, 3.0634, 1.1933], [-1.1698, 2.5436, 2.8920], [0.1888, 2.0267, 1.9063], [-0.9630, 0.1094, 1.5943], [-2.5239, 0.8311, 1.9094], [-0.8895, 1.5150, -0.5868], [-1.7889, -0.0042, -0.5888], [-2.6739, 1.4685, -0.4694]], "charge": 0, "smiles": "CCC.CCC", "homo_ev": -11.229}

=====

[6]
{"formula": "C26H48O24", "method": "ωB97M-V/def2-TZVPD", "species": ["C", "C", "C", "O", "C", "O", "O", "H", "H", "H", "H", "H", "H", "C", "C", "C", "O", "C", "O", "O", "H", "H", "H", "H", "H", "H", "C", "O", "C", "O", "O", "C", "H", "H", "H", "H", "H", "H", "C", "O", "C", "O", "O", "C", "H", "H", "H", "H", "H", "H", "C", "O", "C", "O", "O", "C", "H", "H", "H", "H", "H", "H", "C", "O", "C", "O", "O", "C", "H", "H", "H", "H", "H", "H", "C", "O", "C", "O", "O", "C", "H", "H", "H", "H", "H", "H", "C", "O", "C", "O", "O", "C", "H", "H", "H", "H", "H", "H"], "coordinates": [[-0.3171, -3.4612, -2.8335], [0.8856, -3.8910, -2.0127], [2.1144, -2.9886, -2.2861], [2.1405, -2.2372, -1.0872], [1.3499, -2.6828, -0.1678], [1.2312, -2.2555, 0.9699], [0.6751, -3.7358, -0.6025], [-0.5535, -2.4724, -2.8866], [-1.2143, -4.0304, -2.5790], [-0.0803, -3.8528, -3.8396], [1.0938, -4.9021, -2.2497], [1.9524, -2.4545, -3.1850], [2.9863, -3.6446, -2.4789], [0.7766, -2.6439, 4.5499], [1.8434, -2.0194, 5.4265], [2.5057, -3.0755, 6.3298], [3.8029, -3.2540, 5.6875], [3.9645, -2.3146, 4.7307], [4.9645, -2.0669, 4.1369], [2.8507, -1.5576, 4.6196], [1.1950, -3.3399, 3.8929], [0.1762, -2.1146, 3.9002], [0.1558, -3.1343, 5.2596], [1.5371, -1.2515, 6.1261], [1.9700, -4.0407, 6.2766], [2.6358, -2.6070, 7.3169], [-5.6052, 3.7993, -2.3829], [-5.3874, 2.6284, -1.6345], [-5.4787, 2.8667, -0.2537], [-6.0038, 4.0106, 0.2583], [-4.9322, 1.8204, 0.4515], [-4.8527, 2.0249, 1.8297], [-4.8563, 4.5496, -2.2464], [-6.6534, 4.2515, -2.1800], [-5.7020, 3.5983, -3.3709], [-5.3324, 1.1327, 2.1979], [-5.2404, 2.9435, 2.2967], [-3.7518, 1.8607, 2.0436], [-1.6723, 4.3195, -4.9112], [-1.2268, 3.0251, -4.7274], [-2.0895, 2.2082, -4.1997], [-3.3306, 2.6161, -3.6897], [-1.7414, 0.9700, -4.3058], [-2.3681, 0.0296, -3.4947], [-2.3915, 4.3144, -5.6635], [-0.9522, 5.0909, -5.1956], [-2.1766, 4.6417, -3.9718], [-2.5389, 0.2879, -2.4444], [-1.8771, -0.9089, -3.4238], [-3.4137, -0.1027, -3.8492], [-1.4193, 2.8592, -0.8568], [-1.4362, 2.4831, 0.4967], [-0.7149, 1.4569, 0.9431], [-0.0355, 0.5939, 0.1372], [-0.7230, 1.3123, 2.3160], [-0.0397, 0.3367, 3.0129], [-2.0379, 3.7486, -1.1569], [-1.7718, 2.0543, -1.5005], [-0.4477, 2.9099, -1.2254], [-0.4533, -0.5656, 2.6259], [-0.1676, 0.3792, 4.1471], [0.9890, 0.4089, 2.7326], [7.7516, -1.7069, 0.7063], [6.8475, -0.9212, 1.4109], [5.5641, -0.8734, 1.0705], [4.9645, -1.7234, 0.0847], [4.8875, -0.0444, 1.8539], [3.5127, -0.0759, 1.7134], [8.7302, -1.6597, 1.0723], [7.7105, -1.3216, -0.3354], [7.4559, -2.8070, 0.6922], [3.0973, -0.7526, 2.4001], [3.0902, -0.1616, 0.6604], [3.1704, 0.9704, 1.9001], [-2.2337, -1.9873, 0.3132], [-2.7017, -1.2474, 1.4589], [-2.7158, -1.8048, 2.6051], [-2.2157, -3.1170, 2.8404], [-3.1549, -1.0371, 3.4744], [-3.0951, -1.4798, 4.8239], [-1.3845, -2.5974, 0.5052], [-1.9514, -1.2442, -0.4809], [-3.0012, -2.7020, 0.0030], [-3.2746, -0.5955, 5.4197], [-2.0532, -1.7252, 4.9337], [-3.7829, -2.2877, 5.1168], [1.0989, 0.6173, -2.4732], [1.5106, 1.0961, -3.7090], [1.7878, 2.4122, -3.8137], [1.7972, 3.3089, -2.7350], [2.0978, 2.7485, -5.0901], [2.5598, 4.0123, -5.3849], [0.1610, 1.1834, -2.2528], [1.9322, 0.8174, -1.7757], [0.9341, -0.4518, -2.5369], [3.1514, 4.4670, -4.5496], [1.7173, 4.6808, -5.4977], [3.2248, 4.0832, -6.2435]], "charge": 0, "smiles": "C[C@H]1COC(=O)O1.C[C@H]1COC(=O)O1.COC(=O)OC.COC(=O)OC.COC(=O)OC.COC(=O)OC.COC(=O)OC.COC(=O)OC", "homo_ev": -9.482}

=====

How do the records compare in E_tot? In the order shown, they have -38851.7815, -10704.7945, -19930.3794, -7322.7395, -6481.2274, -76871.0962 eV.
How do the records compare in LUMO energy? In the order shown, they have -10.427, 0.783, 0.316, 0.556, 1.096, 0.517 eV.